No. 1
Density functional theory data (wB97M-V/def2-TZVPD) for a cluster of 7 separate species, C3H22NO7 in total at a distorted geometry.

Values from the calculation:
E_HOMO (spin up / spin down) = -0.6560 / -0.6520 hartree
2S+1 = 2
frontier orbital gap (spin up / spin down) = 11.61 / 4.15 eV
expectation value of S² = 0.76
E_LUMO (spin up / spin down) = -6.242 / -13.596 eV
total charge = +2

Element x y z (Å)
C -1.3816 -0.4636 0.6999
O -0.1565 0.1403 0.2814
C -1.7271 0.1299 2.1042
C -2.4915 -0.8900 2.9281
N -0.6156 0.7653 2.6669
H -2.0900 -0.3448 -0.0948
H -1.2480 -1.5709 0.7560
H 0.6808 -0.3881 0.1714
H -2.5614 0.9859 1.8477
H -3.7351 -0.6035 2.8990
H -2.2435 -0.8655 3.9533
H -2.3928 -1.9214 2.6015
H -0.0925 1.4210 1.9355
H -0.5606 1.2947 3.5401
H 0.1842 0.0614 2.8287
H -2.0240 0.3117 -3.7290
H -1.8535 -1.0877 -4.2197
O -1.4354 -0.4685 -3.6246
H 0.0925 0.8178 -2.8696
H 1.1785 1.9278 -2.9917
O 0.3545 1.7306 -2.6312
H 3.1763 -2.0712 -0.0554
H 2.1122 -1.5632 -1.0971
O 2.2398 -2.2041 -0.4272
H 2.7627 -0.5143 2.4501
H 1.9962 -1.3862 1.4704
O 1.9927 -0.4836 1.8604
H -0.4450 1.8895 -0.5126
H -1.0276 3.3100 -0.2931
O -0.9013 2.5017 0.1288
H 2.5297 -0.6873 -3.3813
H 3.4997 -1.4624 -2.5283
O 2.9026 -0.6624 -2.5556

***

No. 2
Density functional theory data (wB97M-V/def2-TZVPD) for a structure of composition C3H22O8 at a distorted geometry.

Values from the calculation:
E_HOMO = -0.2839 hartree
frontier orbital gap = 7.13 eV
E_LUMO = -0.600 eV
total charge = 0

Element x y z (Å)
O -17.3916 -8.3666 -0.2244
H -17.2464 -7.9468 -1.0754
H -18.3302 -8.5004 -0.0733
H -16.9379 -7.9651 0.5203
C -16.5588 -6.9275 3.1562
C -16.2592 -8.1019 2.2383
C -17.2554 -9.2855 2.4398
O -16.1285 -7.7784 0.8830
H -17.3278 -6.2934 2.7149
H -15.7282 -6.2229 3.1973
H -16.8264 -7.2158 4.1727
H -15.2473 -8.3805 2.5325
H -17.4655 -9.5413 3.4782
H -16.9655 -10.1859 1.8981
H -18.3278 -9.1224 2.3328
O -18.9718 -9.3846 0.3844
H -19.4099 -9.8330 -0.3389
H -19.6740 -9.1847 1.0034
O -16.6924 -7.3945 -1.7257
H -15.8214 -7.1038 -1.9960
H -17.2397 -7.2652 -2.5002
O -15.3912 -9.6999 0.5275
H -15.9922 -8.9761 0.7038
H -15.9603 -10.4309 0.2863
O -18.9462 -7.1548 -0.2689
H -19.8989 -7.2080 -0.3439
H -18.7956 -6.5187 0.4303
O -16.1129 -5.5980 0.7181
H -16.9807 -5.6403 0.3164
H -16.1025 -6.3223 1.3438
O -18.1114 -9.7035 -2.0746
H -18.6184 -8.9403 -2.3517
H -18.6827 -10.1595 -1.4566

***

No. 3
Density functional theory data (wB97M-V/def2-TZVPD) for a cluster of 8 separate species, C3H23NO7S in total at a distorted geometry.

Values from the calculation:
E_HOMO = -0.3182 hartree
frontier orbital gap = 8.91 eV
E_LUMO = 0.247 eV
SMILES string = C[C@H](N)CS.O.O.O.O.O.O.O
total charge = 0

Element x y z (Å)
C -0.6046 1.1424 -0.4290
C -0.1820 1.4111 1.0232
N 1.0921 2.1252 1.1176
C -0.0402 0.0868 1.7639
S 0.3777 0.3083 3.5289
H 0.1554 0.5742 -0.9656
H -1.5444 0.6026 -0.4914
H -0.7480 2.1174 -0.9181
H -0.9217 2.0416 1.4994
H 1.0297 3.0401 0.6874
H 1.8567 1.5987 0.7042
H 0.6977 -0.5727 1.3059
H -0.9851 -0.4643 1.7660
H 1.2637 1.3000 3.3954
O -3.4914 -1.8415 0.0814
H -4.0621 -2.5531 -0.2288
H -4.0533 -1.0308 0.0988
O 1.6368 -1.7734 -1.1737
H 1.5600 -1.3966 -2.0923
H 2.0235 -2.6480 -1.2497
O 2.4276 1.7333 -2.4614
H 1.6822 2.2132 -2.0894
H 2.8657 1.3175 -1.6834
O -0.9183 -2.8013 -1.1708
H -0.1152 -2.2695 -1.0057
H -1.6707 -2.4424 -0.6640
O -4.8153 0.6079 0.1793
H -5.3973 0.7053 0.9463
H -4.0561 1.2063 0.3050
O 3.1736 0.3160 -0.2633
H 2.6196 -0.4960 -0.4266
H 4.0358 -0.0292 -0.0385
O 1.6703 -0.6248 -3.5974
H 1.9835 0.2654 -3.2965
H 0.8561 -0.5127 -4.1113

***

No. 4
Density functional theory data (wB97M-V/def2-TZVPD) for a cluster of 10 separate species, C3H24N2O11 in total at a distorted geometry.

Values from the calculation:
E_HOMO = -0.3929 hartree
frontier orbital gap = 10.52 eV
E_LUMO = -0.170 eV
SMILES string = NCC(=O)NC=O.O.O.O.O.O.O.O.O.O
total charge = 0

Element x y z (Å)
N -2.6789 0.2504 -0.1906
C -1.9825 -0.9429 -0.8410
C -0.5700 -1.0622 -0.3242
O -0.1822 -2.1547 0.0468
N 0.3027 0.0256 -0.0143
C -0.0601 1.3787 -0.4269
O 0.9322 2.0677 -0.4085
H -3.2768 -0.0919 0.5786
H -3.2947 0.5537 -0.9267
H -1.9650 -0.8348 -1.9035
H -2.5712 -1.8564 -0.6483
H 1.1609 -0.1639 0.4674
H -1.0076 1.4067 -0.9377
O 3.2299 2.0086 -2.0563
H 3.7425 2.3837 -1.3335
H 2.3701 1.8103 -1.6044
O -2.1320 -2.5716 1.7413
H -1.9371 -1.6348 1.8039
H -1.3759 -3.0303 2.1263
O 0.5847 -1.0361 2.9352
H -0.2640 -0.9645 3.3919
H 0.3319 -0.7907 2.0317
O 3.3561 -0.5930 -0.3384
H 2.7891 -1.3747 -0.4157
H 3.7587 -0.8175 0.5139
O 3.2032 0.9825 2.2414
H 2.2531 0.8816 2.1758
H 3.6248 1.0733 1.3857
O -0.0940 0.6601 -3.3295
H 0.6490 1.2807 -3.2395
H 0.4479 -0.1371 -3.2277
O 0.0421 2.1187 3.6392
H -0.7171 1.7185 3.2039
H 0.6776 1.3940 3.6813
O -0.5759 -3.7974 -2.3700
H -0.9472 -3.3864 -1.5866
H 0.2383 -4.2612 -2.1725
O -2.9088 2.8577 -1.1586
H -2.8805 3.3965 -1.9579
H -2.2734 3.2532 -0.5521

***

No. 5
Density functional theory data (wB97M-V/def2-TZVPD) for a cluster of 9 separate species, C3H24O9 in total at a distorted geometry.

Values from the calculation:
E_HOMO = -0.2688 hartree
frontier orbital gap = 6.25 eV
E_LUMO = -1.062 eV
total charge = 0

Element x y z (Å)
O -0.1099 -0.0669 0.7072
H 0.7010 -0.3541 0.2154
H -0.5653 -0.8656 1.0816
H -0.7699 0.2923 -0.0334
C -0.3024 1.2373 -2.3953
C -1.7187 0.6726 -2.1915
C -1.7937 -0.7445 -2.7777
O -2.0999 0.6184 -0.8498
H -0.2541 2.2625 -2.0166
H -0.0605 1.3125 -3.4595
H 0.4248 0.6692 -1.8118
H -2.3946 1.4002 -2.6725
H -2.7312 -1.2265 -2.5214
H -0.9130 -1.2347 -2.3390
H -1.5828 -0.8208 -3.8519
O 1.7688 -1.1467 -0.9143
H 2.1504 -1.0713 -1.7978
H 2.5091 -1.3853 -0.3481
O -2.6092 3.2157 0.2970
H -1.7320 3.5955 0.3931
H -2.4535 2.3400 -0.1230
O 1.8331 -1.5967 2.1692
H 2.6882 -1.7144 1.7426
H 1.6715 -2.4382 2.6090
O 3.4564 1.7510 -0.8803
H 3.0141 0.9669 -1.2195
H 4.3132 1.4389 -0.5726
O -0.9934 -2.5842 1.2374
H -1.7321 -3.1565 1.0005
H -0.6382 -2.9596 2.0483
O 1.8764 1.1742 2.7939
H 2.2963 1.2154 3.6585
H 1.7457 0.2296 2.6236
O -1.9294 -0.2551 3.1242
H -1.3841 0.3562 3.6333
H -1.6808 -1.1277 3.4416

***

No. 6
Density functional theory data (wB97M-V/def2-TZVPD) for a structure of composition C3H25ClNO13PS.

Values from the calculation:
E_HOMO = -0.3717 hartree
frontier orbital gap = 10.12 eV
E_LUMO = 0.005 eV
total charge = 0

Element x y z (Å)
C 2.3674 2.5081 -0.8034
C 1.6338 1.1723 -0.9391
C 0.2178 1.2158 -0.3992
Cl 0.1459 1.9110 1.2532
O -0.2759 -0.1171 -0.3580
S -1.8549 -0.5613 -0.6222
O -1.9552 -1.7118 0.2439
O -2.6282 0.6582 0.1601
P -3.5288 1.7203 -0.7409
N -4.9845 1.2907 -0.9232
O -3.2648 3.0122 0.1264
O -2.6125 1.9665 -2.0444
H 2.6979 2.6512 0.2253
H 3.2524 2.5042 -1.4357
H 1.7340 3.3508 -1.0850
H 2.1847 0.3790 -0.4379
H 1.5442 0.9043 -1.9949
H -0.4034 1.8469 -1.0295
H -5.3155 1.2511 -1.8739
H -2.6104 2.9377 0.8413
H -2.7963 1.3316 -2.7430
O 3.8048 0.1406 1.8263
H 3.8575 -0.8083 1.6584
H 2.8551 0.2859 1.8540
O -2.8944 -2.2329 -3.2746
H -3.7680 -2.5130 -3.5577
H -2.5315 -2.9941 -2.8071
O 1.9032 -1.8673 -0.9213
H 2.0324 -2.8141 -1.0228
H 0.9492 -1.7368 -0.9130
O -2.2305 3.2706 2.8580
H -2.6526 4.0863 3.1445
H -2.8073 2.5675 3.1751
O 1.2025 -1.3344 2.1668
H 1.0980 -2.2881 2.2220
H 0.5370 -1.0528 1.5261
O 5.1411 0.3647 -0.8098
H 4.8248 0.3062 0.1024
H 5.1782 1.3020 -1.0045
O 2.6910 -2.3238 4.5829
H 1.9566 -2.9009 4.8042
H 2.3102 -1.6465 4.0107
O -2.1974 -4.9930 -1.7692
H -3.0640 -5.3493 -1.9811
H -1.7436 -5.6899 -1.2902

***

No. 7
Density functional theory data (wB97M-V/def2-TZVPD) for a cluster of 9 separate species, C3H25NO8 in total at a distorted geometry.

Values from the calculation:
E_HOMO = -0.3398 hartree
frontier orbital gap = 9.20 eV
E_LUMO = -0.052 eV
SMILES string = CCCN.O.O.O.O.O.O.O.O
total charge = 0

Element x y z (Å)
C -0.5663 -1.8732 2.1308
C -0.7884 -1.3598 0.7367
C -0.7150 -2.4023 -0.3592
N 0.7902 -2.3635 -0.7035
H -0.7177 -0.9928 2.7831
H 0.5206 -2.1043 2.1719
H -1.2306 -2.5576 2.4587
H -1.8036 -0.9282 0.5624
H 0.1175 -0.5510 0.5335
H -1.3221 -2.0016 -1.3706
H -1.1122 -3.3896 -0.0785
H 0.9272 -3.1364 -1.4271
H 1.2268 -2.4017 0.1260
O 3.4301 -1.5798 1.1543
H 3.6667 -2.4491 0.7197
H 2.4728 -1.5782 0.8830
O -1.8369 0.8499 -2.5827
H -0.8662 0.5643 -2.6800
H -2.2624 0.2604 -3.1398
O 1.0267 1.8100 -0.7132
H 1.4347 2.4471 -1.4153
H 1.6541 1.3334 -0.2363
O -0.3264 2.8476 1.3689
H -0.2736 3.6554 0.7465
H 0.2487 2.1683 1.0568
O -3.2955 2.3244 2.2005
H -3.0437 2.1796 1.1899
H -2.4511 2.7846 2.4408
O 3.4721 1.1973 0.2418
H 3.7697 0.4832 0.8987
H 3.8969 1.0074 -0.5534
O -2.9091 2.0928 -0.4358
H -2.0435 1.6050 -0.7157
H -3.6532 1.9603 -0.9869
O 0.7390 0.0770 -2.6944
H 0.8891 -0.6701 -2.2879
H 0.9344 0.6913 -2.0240

***

No. 8
Density functional theory data (wB97M-V/def2-TZVPD) for a cluster of 10 separate species, C3H26NO10S in total at a distorted geometry.

Values from the calculation:
E_HOMO = -0.2198 hartree
frontier orbital gap = 8.81 eV
E_LUMO = 2.832 eV
total charge = -1

Element x y z (Å)
C -0.8838 -0.3512 0.9666
O -1.0434 -1.2686 -0.0671
C 0.2849 0.6120 0.5909
C 0.5239 1.8195 1.4798
S 2.2183 2.1682 2.0304
N 0.1983 1.0575 -0.8186
H -1.8994 0.1461 0.9626
H -0.6413 -0.7914 1.9478
H 1.1711 -0.0509 0.5999
H -0.0186 1.7146 2.4421
H -0.0412 2.6801 1.0680
H 2.7873 1.5541 1.0244
H -0.7391 1.2506 -1.1493
H 0.5983 0.3237 -1.3911
H -2.3947 -3.7143 0.8680
H -1.1968 -2.6517 0.5141
O -1.4938 -3.4740 1.0504
H 3.0779 -2.6081 0.5284
H 2.5488 -1.9726 -0.7864
O 3.2748 -1.9127 -0.1128
H -1.0456 -3.5547 -1.5462
H 0.2926 -4.2674 -1.4505
O -0.5340 -4.2790 -1.9278
H -2.3660 -0.4818 -1.0303
H -3.8635 -0.1222 -0.6415
O -3.0955 0.1907 -1.1103
H 2.5684 3.5026 -0.8988
H 1.2259 2.7701 -1.0570
O 1.6884 3.6049 -1.2845
H -2.6974 2.7005 0.1420
H -1.7707 3.8927 0.1535
O -2.5441 3.5192 0.6282
H 0.5049 4.7204 -0.5250
H -0.5890 5.3679 -1.4088
O -0.4173 5.0636 -0.5091
H 0.9325 -3.4969 1.1655
H 1.8088 -3.6447 2.3724
O 1.8355 -3.7240 1.4171
H 0.1277 -1.6587 -0.8731
H 0.6211 -2.6288 -2.0043
O 0.9858 -2.0055 -1.3596

***

no.,DFT total energy (Ha)
1,-708.13769
2,-728.76883
3,-1107.74664
4,-1065.80572
5,-805.76255
6,-2361.98646
7,-785.85641
8,-1335.32602